This record from the Open Molecules 2025 dataset describes one molecule with the formula C6H10N2O. The level of theory is ωB97M-V/def2-TZVPD.

Structure (XYZ):
```
19
Properties=species:S:1:pos:R:3:mulliken_charge:R:1
C 3.212 0.406 0.526 -0.895
C 2.402 -0.166 -0.614 -0.521
N 1.205 -0.965 -0.189 -0.575
C 0.081 -0.363 0.029 0.476
C -1.129 -1.254 0.381 -0.305
O -2.336 -0.816 -0.197 -0.372
C -2.507 0.516 -0.037 -0.261
C -1.538 1.437 0.029 -0.408
N -0.178 0.998 0.004 -0.125
H 3.741 -0.454 1.022 0.262
H 3.927 1.144 0.126 0.293
H 2.566 0.968 1.206 0.298
H 2.076 0.625 -1.373 0.307
H 3.053 -0.822 -1.165 0.343
H -1.244 -1.317 1.509 0.200
H -0.985 -2.306 0.084 0.261
H -3.515 0.887 -0.110 0.362
H -1.674 2.468 0.190 0.420
H 0.422 1.633 -0.502 0.240
```

Output
Energy above the lowest of the compared OMol25 structures with the same formula, charge and spin, kJ/mol: 164.5
Orbital gap, eV: 8.970
Spin multiplicity: 1
HOMO level, eV: -8.14
Structure (SMILES): CC/N=C1/COC=CN1

=====

This record from the Open Molecules 2025 dataset describes one molecule with the formula C16H19N5O. The level of theory is ωB97M-V/def2-TZVPD.

Structure (XYZ):
```
41
Properties=species:S:1:pos:R:3:mulliken_charge:R:1
C 0.650 4.418 -1.568 -1.258
C 1.262 3.101 -2.025 -0.087
C 2.110 2.453 -0.918 -1.086
C 1.227 1.863 0.139 0.770
C 0.891 0.502 0.092 -0.299
C 0.016 -0.019 1.029 0.649
N -0.419 -1.293 1.164 -0.064
C -0.283 -2.361 0.270 0.225
C 0.014 -3.618 0.778 -0.695
C 0.127 -4.715 -0.056 -0.608
C -0.064 -4.554 -1.415 -0.873
C -0.383 -3.312 -1.938 -0.667
C -0.511 -2.201 -1.111 1.200
O -0.890 -0.958 -1.516 -0.438
C -1.078 -0.686 -2.891 -0.600
C 0.234 -0.542 -3.657 -0.980
N -0.415 0.854 1.968 0.746
N -1.226 0.614 3.009 -1.498
C -1.304 1.795 3.594 -0.235
N -0.610 2.779 3.018 -0.744
C -0.033 2.196 1.979 0.328
N 0.776 2.692 1.060 -0.662
H 0.108 4.278 -0.637 0.293
H -0.033 4.804 -2.322 0.387
H 1.429 5.158 -1.397 0.307
H 1.894 3.273 -2.899 0.348
H 0.466 2.411 -2.315 0.030
H 2.743 3.218 -0.468 0.439
H 2.740 1.671 -1.345 0.402
H 1.315 -0.140 -0.660 0.543
H -0.903 -1.471 2.036 0.335
H 0.159 -3.725 1.843 0.442
H 0.364 -5.684 0.353 0.380
H 0.023 -5.399 -2.081 0.395
H -0.557 -3.226 -2.998 0.368
H -1.718 -1.449 -3.351 0.411
H -1.617 0.265 -2.900 0.412
H 0.022 -0.297 -4.694 0.427
H 0.833 0.255 -3.224 0.123
H 0.812 -1.463 -3.625 0.394
H -1.890 1.945 4.478 0.439
```

Output
Energy above the lowest of the compared OMol25 structures with the same formula, charge and spin, kJ/mol: 94.2
Orbital gap, eV: 8.899
Spin multiplicity: 1
HOMO level, eV: -8.23
Structure (SMILES): CCCc1cc(Nc2ccccc2OCC)n2ncnc2n1

=====

This record from the Open Molecules 2025 dataset describes one molecule with the formula C5H3Br2NO2. The level of theory is ωB97M-V/def2-TZVPD.

Structure (XYZ):
```
13
Properties=species:S:1:pos:R:3:mulliken_charge:R:1
C 0.589 -1.039 0.495 -0.627
C 0.620 0.233 0.462 0.486
C -1.564 -1.059 -0.761 0.373
C -1.505 0.417 -0.496 0.627
C 1.705 1.269 0.881 -0.505
N -2.100 -2.109 -1.015 -0.310
O -2.573 0.982 -0.773 -0.572
O -0.530 0.968 0.041 -0.179
Br 1.939 -2.333 0.790 -0.139
Br 2.284 1.903 -0.895 -0.143
H 2.581 0.831 1.499 0.367
H 1.342 2.075 1.448 0.312
H -2.790 -2.137 -1.678 0.309
```

Output
Orbital gap (alpha / beta), eV: 7.308 / 7.304
Spin multiplicity: 1
HOMO level (alpha / beta), eV: -8.50 / -8.49

=====

This record from the Open Molecules 2025 dataset describes one molecule with the formula C4H5N3. The level of theory is ωB97M-V/def2-TZVPD.

Structure (XYZ):
```
12
Properties=species:S:1:pos:R:3:mulliken_charge:R:1
H -2.009 1.809 0.989 0.237
N -2.444 1.210 0.270 -0.381
N -1.702 0.613 -0.502 -0.041
C -0.220 0.899 -0.397 -0.290
C 0.554 -0.132 -0.141 0.509
C 0.213 -1.574 -0.022 -1.123
C 2.068 0.304 -0.027 -0.011
N 3.104 0.779 0.193 -0.400
H 0.040 1.950 -0.390 0.507
H -0.360 -1.916 -0.889 0.326
H -0.364 -1.757 0.890 0.294
H 1.120 -2.185 0.027 0.373
```

Output
Energy above the lowest of the compared OMol25 structures with the same formula, charge and spin, kJ/mol: 345.5
Orbital gap, eV: 9.511
Spin multiplicity: 1
HOMO level, eV: -9.75
Structure (SMILES): [H]/N=N\C=C(/C)C#N

=====

This record from the Open Molecules 2025 dataset describes C7H11Br4Cl9 as an isolated structure. The level of theory is ωB97M-V/def2-TZVPD.

Structure (XYZ):
```
31
Properties=species:S:1:pos:R:3:mulliken_spin:R:1
Br -2.158 -6.417 1.053 0.400
C -2.136 -4.435 0.942 -0.035
C -3.163 -3.844 -0.082 -0.025
Br -2.332 -4.313 -1.832 0.604
H -1.116 -4.114 0.728 0.018
H -2.378 -4.103 1.951 0.012
H -3.092 -2.756 -0.087 0.019
H -4.158 -4.273 0.033 0.000
Br 0.190 3.935 3.029 0.000
C 2.030 3.826 2.514 0.000
C 2.777 3.053 3.578 0.000
Br 4.721 2.936 2.909 0.000
H 2.415 4.842 2.419 0.000
H 2.011 3.340 1.538 0.000
H 2.481 2.005 3.572 0.000
H 2.722 3.606 4.515 0.000
C 2.068 -1.200 -2.847 0.000
Cl 2.022 -0.973 -4.584 0.000
Cl 3.817 -1.599 -2.419 0.002
Cl 0.779 -2.302 -2.236 0.006
H 1.845 -0.249 -2.362 0.000
C 0.239 0.205 0.961 0.000
Cl -0.971 0.381 -0.258 0.000
Cl 1.759 0.754 0.366 0.000
Cl 0.333 -1.546 1.049 -0.001
H -0.197 0.668 1.846 0.000
C -2.067 2.489 -3.204 0.000
Cl -2.528 4.061 -2.553 0.000
Cl -1.420 2.576 -4.883 0.000
Cl -3.308 1.273 -3.008 0.000
H -1.183 2.171 -2.652 0.000
```

Output
Energy above the lowest of the compared OMol25 structures with the same formula, charge and spin, kJ/mol: 0.0
Expectation value of S²: 0.76
Orbital gap (alpha / beta), eV: 7.960 / 2.036
Spin multiplicity: 2
Net charge: +1
HOMO level (alpha / beta), eV: -12.12 / -12.12

=====

This record from the Open Molecules 2025 dataset describes one molecule with the formula C2H4N6. The level of theory is ωB97M-V/def2-TZVPD.

Structure (XYZ):
```
12
Properties=species:S:1:pos:R:3:mulliken_charge:R:1
N -0.469 -2.654 0.595 -0.532
N 0.161 -1.388 -0.076 -0.355
C -0.252 -0.489 0.775 0.182
N 0.013 0.831 0.293 0.731
N 0.008 0.890 -1.127 -0.463
C 0.342 2.153 -1.267 0.045
N 0.523 2.939 -0.116 -0.261
N 0.043 2.109 0.788 -0.518
H -1.029 -3.284 -0.244 0.297
H 0.521 -3.031 0.933 0.276
H -0.709 -0.402 1.858 0.327
H 0.848 2.326 -2.412 0.271
```

Output
Energy above the lowest of the compared OMol25 structures with the same formula, charge and spin, kJ/mol: 471.0
Orbital gap, eV: 9.709
Spin multiplicity: 1
HOMO level, eV: -10.00
Structure (SMILES): N/N=C/n1ncnn1

=====

This record from the Open Molecules 2025 dataset describes one molecule with the formula C4H11NO. The level of theory is ωB97M-V/def2-TZVPD.

Structure (XYZ):
```
17
Properties=species:S:1:pos:R:3:mulliken_charge:R:1
C -2.556 1.592 -0.042 -0.979
C -1.088 0.881 0.538 -0.330
O -0.609 -0.440 0.503 -0.364
C 0.875 -0.686 0.844 -0.678
N 2.029 -0.907 -0.012 -0.277
C 1.769 -1.365 -1.359 -0.665
H -2.562 1.623 -1.194 0.257
H -2.562 2.777 0.299 0.277
H -3.185 0.768 0.152 0.362
H -0.339 1.441 -0.040 0.310
H -1.110 1.128 1.604 0.289
H 0.505 -1.473 1.488 0.362
H 1.120 0.184 1.534 0.389
H 2.807 -1.340 0.775 0.316
H 0.749 -1.944 -1.460 0.225
H 2.769 -1.766 -1.674 0.321
H 1.389 -0.475 -1.955 0.183
```

Output
Energy above the lowest of the compared OMol25 structures with the same formula, charge and spin, kJ/mol: 539.0
Orbital gap, eV: 9.365
Spin multiplicity: 1
HOMO level, eV: -8.45
Structure (SMILES): CCOCNC

=====

This record from the Open Molecules 2025 dataset describes a 2-piece molecular cluster, C3H9O overall. The level of theory is ωB97M-V/def2-TZVPD.

Structure (XYZ):
```
13
Properties=species:S:1:pos:R:3:mulliken_charge:R:1
O -0.350 0.657 2.578 -1.105
H 0.356 1.098 3.036 0.117
C 0.722 -1.263 -0.364 -1.119
C -0.169 -0.015 -0.431 -0.168
C -0.293 0.596 -1.837 -1.158
H 1.759 -1.133 -0.669 0.310
H 0.663 -1.501 0.702 0.307
H 0.309 -2.093 -0.954 0.289
H -1.134 -0.175 0.035 0.320
H 0.365 0.699 0.197 0.314
H -0.678 1.612 -1.948 0.325
H -0.879 -0.050 -2.497 0.293
H 0.731 0.639 -2.227 0.275
```

Output
Energy above the lowest of the compared OMol25 structures with the same formula, charge and spin, kJ/mol: 27.4
Orbital gap, eV: 6.207
Spin multiplicity: 1
Net charge: -1
HOMO level, eV: -2.11

=====

no.,E (hartree)
1,-419.3238
2,-970.1294
3,-5545.4041
4,-319.5806
5,-14710.6878
6,-406.9375
7,-288.8117
8,-194.9041